(1)
Density functional theory data (ωB97M-V/def2-TZVPD) for 4 unconnected molecules or ions with the total composition C33H54Br6ClN3O4 in a non-equilibrium geometry.

XYZ file:
```
101
Properties=species:S:1:pos:R:3:lowdin_charge:R:1
C -0.78 -3.38 4.32 -0.15
C 0.50 -2.61 4.69 -0.27
C 0.35 -1.65 5.89 -0.21
C -0.92 -0.76 5.86 -0.21
C -1.17 -0.05 4.51 -0.22
C -0.88 1.47 4.52 -0.18
C -0.96 2.02 3.06 -0.16
C 0.31 2.82 2.63 -0.14
C 0.69 2.44 1.16 -0.18
C 1.16 0.97 0.98 -0.31
C 0.30 0.08 0.02 -0.08
O -1.03 0.55 0.05 -0.06
C -1.96 -0.42 -0.31 -0.22
C -2.12 -1.54 0.48 0.03
C -3.08 -2.49 0.14 -0.26
C -3.24 -3.70 1.07 -0.04
C -3.86 -2.31 -0.97 -0.06
C -3.71 -1.18 -1.76 -0.07
C -2.75 -0.23 -1.43 -0.17
C -2.65 1.02 -2.32 -0.30
C -2.84 2.26 -1.37 -0.04
C -1.31 1.12 -3.09 -0.06
O 1.20 0.15 2.20 0.03
C 2.25 0.36 2.93 -0.33
N 3.19 0.71 3.54 0.21
N 2.46 1.16 0.38 0.15
C 3.01 2.44 0.58 -0.46
O 4.15 2.76 0.81 0.13
C 1.77 3.35 0.45 -0.65
Cl 1.92 5.00 1.07 0.77
C 1.32 3.31 -1.05 -0.12
C 2.48 3.60 -2.03 -0.34
O 2.02 4.40 -3.14 -0.05
C 3.15 2.35 -2.63 -0.22
N 2.24 1.52 -3.43 0.04
H -0.74 -3.59 3.23 0.03
H -1.71 -2.84 4.49 0.06
H -0.81 -4.37 4.80 0.04
H 1.31 -3.32 4.89 0.06
H 0.86 -2.00 3.84 0.08
H 1.28 -1.07 6.03 0.11
H 0.27 -2.28 6.80 0.11
H -1.77 -1.35 6.20 0.10
H -0.79 0.02 6.64 0.11
H -2.23 -0.21 4.25 0.12
H -0.61 -0.49 3.68 0.07
H 0.12 1.68 4.92 0.11
H -1.65 1.94 5.14 0.11
H -1.85 2.64 2.90 0.12
H -1.12 1.14 2.42 0.08
H 1.15 2.65 3.32 0.10
H 0.01 3.87 2.59 0.09
H -0.22 2.74 0.63 0.13
H 0.42 -0.95 0.37 0.14
H 0.75 0.19 -0.98 0.11
H -1.48 -1.64 1.36 0.13
H -3.50 -3.36 2.09 0.08
H -4.11 -4.25 0.71 0.07
H -2.32 -4.30 1.06 0.08
H -4.64 -3.02 -1.24 0.10
H -4.36 -1.08 -2.63 0.06
H -3.50 1.00 -3.00 0.12
H -3.52 3.01 -1.81 0.08
H -3.36 1.90 -0.47 0.08
H -1.88 2.68 -1.07 0.05
H -0.91 2.14 -2.97 0.07
H -0.55 0.40 -2.76 0.04
H -1.52 1.03 -4.17 0.07
H 3.10 0.37 0.38 0.17
H 0.52 4.03 -1.24 0.13
H 0.91 2.33 -1.31 0.09
H 3.20 4.23 -1.49 0.14
H 2.85 4.69 -3.54 0.08
H 3.69 1.74 -1.88 0.10
H 3.94 2.70 -3.32 0.12
H 1.53 1.07 -2.85 0.02
H 2.78 0.77 -3.84 0.08
Br 1.02 -6.01 3.23 0.69
C 2.81 -6.75 3.15 -0.69
C 3.64 -6.32 4.33 -0.69
Br 4.24 -4.48 4.14 0.62
H 3.24 -6.44 2.20 0.05
H 2.68 -7.83 3.15 0.06
H 4.55 -6.91 4.39 0.06
H 3.11 -6.38 5.27 0.05
Br -4.69 -3.05 -4.54 0.67
C -3.35 -2.23 -5.68 -0.67
C -2.04 -2.97 -5.61 -0.68
Br -1.08 -2.57 -3.96 0.66
H -3.26 -1.19 -5.38 0.05
H -3.76 -2.28 -6.69 0.06
H -1.37 -2.65 -6.41 0.06
H -2.16 -4.05 -5.65 0.05
Br -0.21 4.10 -7.07 0.60
C 1.59 4.30 -6.35 -0.72
C 2.54 4.83 -7.39 -0.70
Br 3.06 3.44 -8.66 0.60
H 1.88 3.33 -5.96 0.04
H 1.49 5.00 -5.53 0.04
H 3.47 5.15 -6.92 0.05
H 2.13 5.65 -7.97 0.05
```

Summary:
frontier orbital gap: 9.1 eV
HOMO level: -8.8637 eV
total charge: 0
largest force on an atom: 2.651 eV/A
SMILES: CCCCCCCC[C@@H]1[C@](COc2cc(C)ccc2C(C)C)(OC#N)NC(=O)[C@@]1(Cl)C[C@H](O)CN.BrCCBr.BrCCBr.BrCCBr

---

(2)
Density functional theory data (ωB97M-V/def2-TZVPD) for 4 unconnected molecules or ions with the total composition C33H55BN2O2P in a non-equilibrium geometry.

XYZ file:
```
94
Properties=species:S:1:pos:R:3:lowdin_charge:R:1
C -3.97 -2.87 -0.14 -0.11
C -4.22 -1.37 0.10 -0.27
C -3.47 -0.80 1.32 -0.23
C -3.52 0.72 1.31 -0.20
C -2.57 1.46 2.28 -0.20
C -1.33 0.70 2.74 -0.23
C -0.18 1.67 3.06 -0.22
C 0.42 2.28 1.76 -0.31
C 1.94 2.42 1.74 -0.35
P 2.56 2.57 -0.12 0.45
C 2.87 4.48 0.09 -0.36
C 3.11 5.23 -1.23 -0.30
C 1.79 5.66 -1.88 -0.21
C 1.91 5.90 -3.39 -0.20
N 2.06 4.61 -4.08 0.06
C 1.64 4.56 -5.40 -0.54
C 2.03 3.28 -6.12 -0.01
O 0.98 5.41 -5.96 0.03
B 4.43 2.05 0.33 -0.65
N 4.76 0.66 0.76 0.08
O 5.53 2.91 0.21 0.04
H -4.74 -3.51 0.28 0.05
H -2.99 -3.14 0.25 0.07
H -3.92 -3.03 -1.22 0.06
H -5.28 -1.14 0.14 0.10
H -3.82 -0.83 -0.77 0.10
H -3.98 -1.18 2.21 0.11
H -2.46 -1.19 1.26 0.09
H -4.55 0.99 1.58 0.10
H -3.39 1.08 0.28 0.11
H -3.12 1.83 3.14 0.10
H -2.22 2.35 1.76 0.10
H -0.95 0.01 1.99 0.10
H -1.57 0.17 3.67 0.10
H -0.53 2.46 3.73 0.10
H 0.63 1.12 3.54 0.09
H 0.15 1.61 0.93 0.08
H -0.04 3.24 1.54 0.09
H 2.38 1.53 2.21 0.05
H 2.22 3.33 2.28 0.06
H 1.19 2.86 -0.57 -0.03
H 3.00 2.63 -1.56 -0.04
H 2.25 1.11 -0.29 -0.04
H 3.65 4.70 0.82 0.06
H 1.94 4.88 0.50 0.06
H 3.68 4.59 -1.92 0.07
H 3.72 6.12 -1.02 0.10
H 1.06 4.86 -1.74 0.09
H 1.45 6.59 -1.41 0.11
H 1.02 6.40 -3.74 0.11
H 2.79 6.54 -3.57 0.12
H 3.03 4.32 -4.05 0.12
H 2.72 3.53 -6.92 0.08
H 1.13 2.84 -6.53 0.08
H 2.48 2.56 -5.44 0.07
H 4.40 0.47 1.69 0.04
H 4.33 -0.02 0.14 0.04
H 6.12 2.59 -0.48 0.07
C -9.46 -5.38 1.58 -0.10
C -8.59 -4.31 1.76 -0.10
C -7.31 -4.54 2.26 -0.10
C -6.91 -5.83 2.57 -0.10
C -7.78 -6.89 2.39 -0.10
C -9.06 -6.67 1.90 -0.10
H -10.46 -5.20 1.19 0.10
H -8.90 -3.31 1.51 0.10
H -6.63 -3.71 2.40 0.10
H -5.91 -6.00 2.95 0.10
H -7.46 -7.90 2.63 0.10
H -9.74 -7.50 1.76 0.10
C -1.18 -2.69 -4.52 -0.09
C -1.44 -3.21 -5.78 -0.10
C -1.81 -4.54 -5.92 -0.11
C -1.92 -5.36 -4.80 -0.11
C -1.66 -4.84 -3.54 -0.10
C -1.29 -3.51 -3.40 -0.10
H -0.89 -1.66 -4.40 0.11
H -1.36 -2.57 -6.65 0.10
H -2.01 -4.94 -6.91 0.10
H -2.21 -6.39 -4.91 0.10
H -1.74 -5.47 -2.67 0.10
H -1.08 -3.11 -2.41 0.10
C 7.03 -2.11 4.08 -0.11
C 7.61 -1.68 5.26 -0.11
C 7.94 -0.34 5.43 -0.11
C 7.68 0.57 4.41 -0.10
C 7.09 0.14 3.22 -0.09
C 6.77 -1.20 3.06 -0.10
H 6.77 -3.15 3.95 0.09
H 7.81 -2.39 6.06 0.09
H 8.40 -0.01 6.35 0.09
H 7.93 1.61 4.54 0.10
H 6.88 0.84 2.43 0.09
H 6.31 -1.53 2.14 0.09
```

Summary:
frontier orbital gap: 5.1 eV
HOMO level: -2.9590 eV
total charge: -1
largest force on an atom: 1.635 eV/A

---

(3)
Density functional theory data (ωB97M-V/def2-TZVPD) for a molecular structure, C33H55BaN7O8 in a non-equilibrium geometry.

XYZ file:
```
104
Properties=species:S:1:pos:R:3:lowdin_charge:R:1
Ba -0.75 0.85 -1.17 2.26
C 5.82 -0.22 0.40 -0.04
C 4.43 -0.48 1.01 -0.34
C 4.35 0.31 2.34 -0.08
C 2.98 0.49 3.01 -0.48
C 3.10 0.36 4.54 -0.03
C 2.37 1.86 2.70 -0.02
N 1.99 -0.49 2.49 0.06
C 1.99 -1.90 2.93 -0.10
C 0.54 -2.44 2.92 -0.15
N -0.13 -2.35 1.63 -0.11
C -1.30 -1.48 1.74 -0.08
C -0.99 0.03 1.82 -0.61
O -0.34 0.46 2.81 -0.02
O -1.43 0.74 0.92 -0.34
C -0.53 -3.64 1.03 -0.32
C 0.51 -4.75 1.18 -0.04
C -1.00 -3.52 -0.44 -0.08
C -0.09 -3.10 -1.62 -0.53
C 0.67 -4.32 -2.19 -0.04
C -1.03 -2.64 -2.74 -0.02
N 0.78 -1.95 -1.32 -0.02
C 2.05 -2.28 -0.66 -0.18
C 3.17 -1.26 -0.94 -0.13
N 3.31 -0.22 0.09 -0.14
C 3.33 1.11 -0.52 -0.08
C 1.88 1.40 -0.98 -0.75
O 1.50 0.89 -2.03 -0.20
O 1.17 2.08 -0.21 -0.21
H 6.58 -0.51 1.11 0.08
H 5.95 0.84 0.17 0.08
H 5.96 -0.78 -0.52 0.08
H 4.36 -1.55 1.24 0.14
H 4.78 1.30 2.18 0.12
H 5.02 -0.22 3.02 0.12
H 3.66 1.21 4.92 0.10
H 3.60 -0.55 4.85 0.08
H 2.10 0.40 4.98 0.10
H 3.07 2.66 2.94 0.10
H 1.47 2.00 3.30 0.08
H 2.08 1.94 1.66 0.06
H 0.99 -0.09 2.72 0.08
H 2.08 -0.44 1.45 0.14
H 2.34 -1.96 3.96 0.12
H 2.65 -2.50 2.31 0.11
H -0.01 -1.85 3.66 0.13
H 0.58 -3.47 3.30 0.11
H -1.90 -1.74 2.63 0.14
H -1.93 -1.59 0.86 0.08
H -1.43 -3.99 1.57 0.15
H 1.49 -4.45 0.85 0.07
H 0.19 -5.60 0.59 0.09
H 0.59 -5.11 2.21 0.07
H -1.85 -2.84 -0.47 0.09
H -1.40 -4.50 -0.70 0.13
H -0.05 -4.98 -2.66 0.09
H 1.20 -4.90 -1.44 0.06
H 1.38 -4.01 -2.96 0.09
H -1.85 -3.33 -2.87 0.11
H -0.49 -2.58 -3.69 0.10
H -1.44 -1.65 -2.52 0.05
H 1.00 -1.52 -2.21 0.09
H 2.43 -3.25 -1.01 0.10
H 1.85 -2.35 0.40 0.07
H 2.95 -0.77 -1.89 0.12
H 4.11 -1.80 -1.05 0.12
H 4.00 1.17 -1.38 0.13
H 3.62 1.85 0.23 0.12
O -6.90 -2.42 -4.14 -0.01
C -5.88 -2.67 -3.53 -0.74
O -5.23 -3.72 -3.37 -0.03
C -5.11 -1.53 -2.79 -0.08
C -4.87 -1.63 -1.42 -0.01
C -3.94 -0.80 -0.83 -0.16
N -3.21 0.10 -1.51 -0.07
C -3.48 0.24 -2.81 -0.22
C -4.42 -0.53 -3.47 0.06
C -2.72 1.39 -3.45 -0.67
O -3.33 2.17 -4.18 0.03
O -1.53 1.52 -3.06 -0.40
H -5.41 -2.35 -0.83 0.12
H -3.77 -0.82 0.24 0.10
H -4.62 -0.37 -4.52 0.13
C -1.00 5.83 -0.74 -0.06
C -0.60 4.37 -1.08 -0.13
N -1.69 3.48 -0.76 -0.24
C -2.04 3.59 0.64 -0.14
C -2.56 5.01 0.93 -0.05
N -2.42 5.81 -0.31 -0.10
C -3.26 5.24 -1.38 -0.05
C -2.83 3.77 -1.59 -0.13
H -0.90 6.49 -1.60 0.14
H -0.40 6.23 0.08 0.14
H 0.28 4.06 -0.51 0.11
H -0.37 4.26 -2.13 0.15
H -1.15 3.35 1.23 0.13
H -2.79 2.83 0.86 0.13
H -2.00 5.50 1.73 0.14
H -3.62 5.00 1.21 0.14
H -2.72 6.77 -0.12 0.19
H -3.11 5.83 -2.29 0.14
H -4.31 5.32 -1.09 0.14
H -2.59 3.58 -2.63 0.11
H -3.64 3.08 -1.32 0.14
```

Summary:
frontier orbital gap: 5.7 eV
HOMO level: -6.6769 eV
total charge: 0
largest force on an atom: 3.775 eV/A
energy above the lowest of the compared OMol25 structures with the same formula, charge and spin: 62.7 kcal/mol